Entry 1:
ORCA calculation (wB97M-V/def2-TZVPD) on a structure of composition C20H25N5O2Tl in a non-equilibrium geometry.

Atoms and positions in Å:
Tl1 -2.8408 -0.5836 -0.6304
O1 -1.1832 -1.3241 1.6961
C1 -0.5335 -2.1110 2.3849
C2 -1.1058 -3.3385 2.9524
C3 -0.2940 -4.2602 3.4367
C4 1.0836 -4.1150 3.7621
C5 1.6774 -3.0282 3.3671
C6 0.9535 -1.9341 2.6608
C7 1.5866 -0.8028 2.3828
N1 0.9998 0.2304 1.6974
N2 0.9461 1.3483 2.2285
C8 0.4779 2.3533 1.2541
O2 -0.0836 1.9871 0.2568
C9 0.9894 3.6760 1.5963
C10 1.3922 4.0801 2.8703
C11 1.8632 5.3917 3.0859
C12 1.9338 6.3150 2.0575
C13 1.4792 5.9532 0.7902
C14 1.0504 4.6774 0.5725
H1 -2.1617 -3.3260 2.9262
H2 -0.7591 -5.1851 3.8222
H3 1.5833 -4.9854 4.1736
H4 2.6997 -2.9159 3.5567
H5 2.6248 -0.6902 2.5675
H6 1.4403 3.3819 3.6424
H7 2.3417 5.6254 4.0708
H8 2.4182 7.2911 2.1934
H9 1.6028 6.6635 0.0052
H10 0.6146 4.3890 -0.4081
C15 0.2900 0.2336 -2.2401
C16 -0.8266 1.1644 -2.6878
N3 -2.0489 0.3854 -2.9733
C17 -1.8204 -0.6013 -4.0468
C18 -2.5469 -1.9275 -3.8626
N4 -2.1043 -2.5645 -2.5440
C19 -0.6354 -2.8528 -2.5150
C20 0.1540 -2.1378 -1.4029
N5 -0.2095 -0.7055 -1.1966
H11 1.0956 0.8307 -1.7922
H12 0.7828 -0.2975 -3.0816
H13 -0.3973 1.7891 -3.4653
H14 -1.0756 1.8254 -1.8560
H15 -2.8189 0.9248 -3.2592
H16 -0.7389 -0.9390 -3.9727
H17 -1.9886 -0.2475 -5.0576
H18 -2.2737 -2.6341 -4.6668
H19 -3.6044 -1.7409 -3.8267
H20 -2.6535 -3.4171 -2.4325
H21 -0.2037 -2.7522 -3.5262
H22 -0.4773 -3.9102 -2.3005
H23 1.2167 -2.2012 -1.5199
H24 -0.0890 -2.5837 -0.4408
H25 0.1770 -0.4040 -0.3047

Computed properties:
Lowest unoccupied orbital energy: -0.1437 hartree
Total charge: +1
HOMO-LUMO gap: 7.50 eV
E_HOMO: -11.41 eV
M: 571.8 g/mol

Which charges does natural (NBO) predict for the atoms? In e, they are: 0.84, -0.60, 0.52, -0.31, -0.12, -0.23, -0.14, -0.19, 0.08, -0.12, -0.18, 0.66, -0.55, -0.20, -0.13, -0.22, -0.15, -0.21, -0.15, 0.23, 0.22, 0.24, 0.22, 0.23, 0.23, 0.23, 0.23, 0.23, 0.23, -0.24, -0.24, -0.68, -0.26, -0.22, -0.68, -0.26, -0.23, -0.72, 0.22, 0.20, 0.20, 0.23, 0.38, 0.20, 0.21, 0.20, 0.20, 0.39, 0.19, 0.22, 0.20, 0.20, 0.42

***

Entry 2:
ORCA calculation (wB97M-V/def2-TZVPD) on a structure of composition C20H25N7S5Ti in a non-equilibrium geometry.

Atoms and positions in Å:
Ti1 -0.4018 0.2040 -1.0826
C1 0.4166 -1.9893 1.3178
C2 -1.1214 -2.2463 1.3914
N1 -1.7078 -1.8246 0.1187
C3 -2.2249 -2.9392 -0.7741
C4 -2.1547 -2.7285 -2.2689
S1 -0.6015 -1.8978 -2.7899
C5 0.8052 -2.9382 -2.2512
C6 1.0413 -3.0428 -0.7420
N2 0.8774 -1.7533 -0.0495
H1 0.6781 -1.0966 1.9135
H2 0.9198 -2.8365 1.8385
H3 -1.3951 -3.3130 1.6377
H4 -1.5810 -1.6237 2.1892
H5 -2.4959 -1.1305 0.2584
H6 -1.7401 -3.8145 -0.4554
H7 -3.2522 -3.1280 -0.4422
H8 -2.2359 -3.7352 -2.6973
H9 -2.9200 -2.0476 -2.7107
H10 0.7792 -3.8972 -2.7705
H11 1.6173 -2.3430 -2.6675
H12 0.4486 -3.7818 -0.2001
H13 2.0383 -3.4131 -0.5209
H14 1.7953 -1.3455 -0.0195
N3 -2.4160 2.0679 2.4199
C7 -2.1557 1.4886 1.2287
N4 -0.9253 1.1632 0.8661
C8 0.1012 1.6396 1.6180
N5 1.3405 1.5073 1.2307
N6 1.4643 0.9883 0.0095
C9 2.5681 1.1258 -0.6057
C10 2.5893 0.8266 -2.0139
C11 3.6521 1.3622 -2.8031
C12 3.6308 1.2458 -4.1990
C13 2.4745 0.7142 -4.7246
C14 1.4057 0.3692 -3.8652
N7 1.4290 0.3501 -2.5367
C15 -0.1324 2.1923 2.9191
C16 0.8824 2.4607 3.8107
C17 0.6010 2.7316 5.1189
C18 -0.7358 2.8374 5.5293
C19 -1.7755 2.7867 4.6189
C20 -1.4506 2.3997 3.3186
H15 -3.3940 2.0999 2.7249
H16 -3.0157 1.1853 0.6111
H17 3.4651 1.5020 -0.1389
H18 4.5269 1.8047 -2.3107
H19 4.4925 1.5680 -4.7792
H20 2.1909 0.6769 -5.7699
H21 0.5010 0.0282 -4.3184
H22 1.8846 2.3890 3.4843
H23 1.4066 2.8771 5.8618
H24 -0.8890 2.9480 6.5924
H25 -2.7652 3.0069 4.8773
S2 -0.2682 2.5290 -1.8699
S3 -1.9710 3.2698 -1.0180
S4 -3.4407 2.2488 -2.0608
S5 -2.8567 0.2715 -2.0489

Computed properties:
Spin multiplicity: 2
Lowest unoccupied orbital energy (spin up / spin down): -0.1348 / -0.1372 hartree
ΔE to the lowest compared entry with this formula, charge and spin: 14.6 kcal/mol
⟨S²⟩: 0.756
Total charge: +1
HOMO-LUMO gap (spin up / spin down): 5.68 / 5.64 eV
E_HOMO (spin up / spin down): -9.35 / -9.37 eV
M: 571.7 g/mol

Which charges does natural (NBO) predict for the atoms? In e, they are: 1.21, -0.23, -0.23, -0.68, -0.23, -0.53, 0.29, -0.53, -0.24, -0.65, 0.22, 0.20, 0.20, 0.21, 0.40, 0.20, 0.22, 0.24, 0.28, 0.25, 0.23, 0.20, 0.21, 0.38, -0.52, 0.38, -0.67, 0.42, -0.35, -0.30, 0.07, 0.13, -0.19, -0.14, -0.23, 0.09, -0.52, -0.09, -0.15, -0.21, -0.15, -0.23, 0.17, 0.43, 0.26, 0.21, 0.24, 0.25, 0.25, 0.23, 0.24, 0.24, 0.23, 0.23, -0.40, 0.01, -0.01, -0.53

***

Entry 3:
ORCA calculation (wB97M-V/def2-TZVPD) on a cluster of 6 separate species, C20H26Br8N2O4 in total in a non-equilibrium geometry.

Atoms and positions in Å:
Br1 -16.6726 11.1183 0.4401
C1 -15.2605 10.8446 -0.8970
C2 -14.4986 9.5359 -0.6235
Br2 -15.6870 7.9001 -0.7606
H1 -14.6545 11.7486 -0.9581
H2 -15.6836 10.7560 -1.8976
H3 -14.0469 9.4979 0.3677
H4 -13.7678 9.3093 -1.3999
Br3 -19.7888 9.3319 2.7686
C3 -19.2038 7.6939 1.9690
C4 -19.2230 7.7671 0.4324
Br4 -18.9721 5.8991 -0.2139
H5 -19.6475 6.7647 2.3267
H6 -18.1614 7.5433 2.2497
H7 -18.4200 8.3523 -0.0159
H8 -20.2027 8.0605 0.0553
Br5 -10.9655 6.8788 -5.4242
C5 -9.5046 7.4389 -4.1749
C6 -9.6972 8.9184 -3.8305
Br6 -11.3067 9.2085 -2.7962
H9 -8.6285 7.2600 -4.7982
H10 -9.4649 6.7865 -3.3026
H11 -9.8204 9.4599 -4.7685
H12 -8.8483 9.3259 -3.2815
Br7 -13.1472 7.7821 3.1312
C7 -15.0296 8.4476 2.9785
C8 -15.5788 8.9798 4.3019
Br8 -14.3778 10.4186 4.9474
H13 -15.6930 7.6836 2.5731
H14 -14.9896 9.2156 2.2060
H15 -15.7550 8.2361 5.0792
H16 -16.5754 9.3982 4.1609
C9 -11.4561 17.4550 2.6916
C10 -12.5586 17.3799 3.5997
C11 -13.5690 16.4596 3.3357
C12 -13.5445 15.5651 2.2172
C13 -12.4137 15.6576 1.3879
C14 -11.3367 16.5054 1.6774
N1 -14.6657 14.6509 1.9382
O1 -14.7691 14.0092 0.9279
O2 -15.5307 14.5791 2.8349
H17 -10.6962 18.2221 2.6679
H18 -12.6281 18.2010 4.2978
H19 -14.3677 16.4840 4.0622
H20 -12.3220 14.9347 0.5908
H21 -10.4627 16.6183 1.0531
C15 -12.5171 11.5823 1.7407
C16 -12.2693 11.9422 0.4498
C17 -11.1796 11.4634 -0.2387
C18 -10.2074 10.7120 0.3445
C19 -10.3903 10.4097 1.7143
C20 -11.5367 10.8625 2.4467
N2 -9.1206 10.1249 -0.4551
O3 -8.5982 10.7574 -1.3446
O4 -8.7493 8.9872 -0.1497
H22 -13.2751 12.0143 2.3773
H23 -12.8031 12.6296 -0.1897
H24 -11.1022 11.6545 -1.2989
H25 -9.6837 9.8870 2.3420
H26 -11.8125 10.4658 3.4126

Computed properties:
Spin multiplicity: 2
Lowest unoccupied orbital energy (spin up / spin down): 0.0579 / 0.0579 hartree
⟨S²⟩: 0.770
Total charge: -1
HOMO-LUMO gap (spin up / spin down): 3.22 / 6.95 eV
E_HOMO (spin up / spin down): -1.64 / -5.38 eV
M: 997.7 g/mol

Which charges does natural (NBO) predict for the atoms? In e, they are: 0.01, -0.47, -0.39, -0.07, 0.26, 0.22, 0.23, 0.22, 0.03, -0.49, -0.41, -0.06, 0.23, 0.22, 0.25, 0.22, -0.05, -0.41, -0.47, 0.00, 0.23, 0.23, 0.23, 0.25, -0.04, -0.43, -0.45, -0.01, 0.23, 0.23, 0.22, 0.24, -0.29, -0.23, -0.24, 0.03, -0.27, -0.22, 0.41, -0.58, -0.59, 0.19, 0.20, 0.23, 0.21, 0.19, -0.19, -0.24, -0.14, 0.00, -0.19, -0.20, 0.53, -0.38, -0.39, 0.26, 0.24, 0.22, 0.23, 0.24

***

Entry 4:
ORCA calculation (wB97M-V/def2-TZVPD) on an isolated molecule of C20H26ClNO2.

Atoms and positions in Å:
C1 4.1764 1.6534 0.2694
O1 2.7810 1.5696 0.3701
C2 2.2449 0.4773 -0.3417
C3 0.7355 0.4059 -0.1167
N1 0.3896 -0.2963 1.1059
C4 -0.9760 -0.7692 1.1324
C5 -2.0738 0.3174 1.1586
O2 -2.1869 1.0330 -0.0499
C6 -2.7242 0.4289 -1.1500
C7 -2.6143 1.1571 -2.3358
C8 -3.1364 0.6701 -3.5180
C9 -3.0290 1.4561 -4.7899
C10 -3.7764 -0.5662 -3.5148
C11 -3.8961 -1.3012 -2.3493
C12 -4.5857 -2.6332 -2.3390
C13 -3.3656 -0.8008 -1.1638
C14 0.8110 0.4034 2.3096
C15 2.1958 -0.0107 2.7386
C16 3.0436 0.8895 3.3687
C17 4.3099 0.5082 3.7745
C18 4.7314 -0.7913 3.5476
Cl1 6.3212 -1.2736 4.0399
C19 3.8988 -1.7085 2.9281
C20 2.6345 -1.3122 2.5312
H1 4.4807 2.5267 0.8423
H2 4.6593 0.7598 0.6843
H3 4.4929 1.7727 -0.7751
H4 2.4454 0.6093 -1.4173
H5 2.7177 -0.4597 -0.0152
H6 0.3476 1.4356 -0.1299
H7 0.2909 -0.1413 -0.9509
H8 -1.1229 -1.3978 0.2495
H9 -1.0978 -1.3955 2.0211
H10 -3.0344 -0.1337 1.4384
H11 -1.8237 1.0773 1.9039
H12 -2.1128 2.1118 -2.3004
H13 -2.3806 2.3184 -4.6610
H14 -2.6331 0.8343 -5.5911
H15 -4.0137 1.8073 -5.0973
H16 -4.1848 -0.9533 -4.4372
H17 -4.9654 -2.8819 -3.3264
H18 -3.8960 -3.4161 -2.0252
H19 -5.4196 -2.6241 -1.6382
H20 -3.4725 -1.3887 -0.2649
H21 0.1223 0.1522 3.1242
H22 0.7904 1.4930 2.1711
H23 2.7174 1.9054 3.5332
H24 4.9692 1.2130 4.2568
H25 4.2387 -2.7187 2.7591
H26 1.9758 -2.0126 2.0407

Computed properties:
Lowest unoccupied orbital energy: 0.0284 hartree
ΔE to the lowest compared entry with this formula, charge and spin: 0.0 kcal/mol
Total charge: 0
HOMO-LUMO gap: 8.97 eV
E_HOMO: -8.20 eV
M: 347.9 g/mol

Which charges does natural (NBO) predict for the atoms? In e, they are: -0.25, -0.55, -0.07, -0.24, -0.45, -0.23, -0.09, -0.50, 0.33, -0.28, 0.02, -0.63, -0.29, 0.12, -0.65, -0.36, -0.25, -0.03, -0.19, -0.23, -0.05, -0.01, -0.25, -0.15, 0.19, 0.17, 0.17, 0.17, 0.18, 0.19, 0.21, 0.21, 0.20, 0.18, 0.20, 0.22, 0.21, 0.22, 0.22, 0.20, 0.21, 0.22, 0.22, 0.21, 0.21, 0.20, 0.21, 0.23, 0.22, 0.22

***

Entry 5:
ORCA calculation (wB97M-V/def2-TZVPD) on a cluster of 2 separate species, C20H26F3Si in total in a non-equilibrium geometry.

Atoms and positions in Å:
C1 -0.3729 -2.8829 3.2381
C2 0.0845 -3.1525 1.8014
Si1 1.2634 -1.9235 1.0185
C3 2.7196 -1.6441 2.1630
C4 3.8288 -0.7020 1.6866
C5 1.8411 -2.6009 -0.6297
C6 0.7443 -2.8947 -1.6552
H1 0.5257 -0.6026 0.7559
H2 -0.9961 -3.7173 3.5851
H3 0.4647 -2.7768 3.9367
H4 -0.9736 -1.9697 3.3106
H5 0.5853 -4.1326 1.7375
H6 -0.7885 -3.2210 1.1337
H7 2.3014 -1.2855 3.1167
H8 3.1384 -2.6405 2.3806
H9 4.6212 -0.6616 2.4460
H10 4.2820 -1.0282 0.7429
H11 3.4634 0.3194 1.5348
H12 2.5671 -1.8843 -1.0403
H13 2.4128 -3.5155 -0.4104
H14 1.1979 -3.2546 -2.5864
H15 0.0447 -3.6615 -1.3057
H16 0.1527 -2.0042 -1.8939
F1 -5.8360 1.6495 -3.3075
C7 -5.4165 0.6352 -2.4984
F2 -6.4581 0.3248 -1.6680
F3 -5.2021 -0.4638 -3.2966
C8 -4.1699 0.9577 -1.7383
C9 -3.8685 0.1816 -0.6196
C10 -2.6482 0.3531 -0.0036
C11 -1.7058 1.3184 -0.4870
C12 -0.4749 1.3970 0.2056
C13 0.6452 2.1758 -0.1876
C14 1.5812 2.4733 0.8421
C15 2.5777 3.4182 0.6544
C16 2.7002 4.0743 -0.5803
C17 1.8635 3.7049 -1.6468
C18 0.8931 2.7172 -1.4832
C19 -2.1118 2.1668 -1.5653
C20 -3.3114 1.9424 -2.2180
H17 -4.5877 -0.5474 -0.2471
H18 -2.3951 -0.2408 0.8840
H19 -0.4777 0.9821 1.2248
H20 1.4296 1.9846 1.8098
H21 3.2555 3.6505 1.4790
H22 3.4397 4.8678 -0.6994
H23 1.9567 4.2030 -2.6130
H24 0.2972 2.3686 -2.3254
H25 -1.5029 3.0169 -1.8856
H26 -3.5812 2.5255 -3.0956

Computed properties:
Lowest unoccupied orbital energy: -0.2238 hartree
ΔE to the lowest compared entry with this formula, charge and spin: 0.0 kcal/mol
Total charge: +1
HOMO-LUMO gap: 6.51 eV
E_HOMO: -12.60 eV
M: 351.5 g/mol

Which charges does natural (NBO) predict for the atoms? In e, they are: -0.60, -0.87, 1.46, -0.87, -0.60, -0.87, -0.60, -0.27, 0.22, 0.21, 0.19, 0.24, 0.23, 0.23, 0.24, 0.22, 0.21, 0.19, 0.23, 0.24, 0.22, 0.21, 0.19, -0.31, 0.96, -0.31, -0.31, -0.04, -0.19, -0.11, -0.10, 0.14, -0.22, -0.02, -0.25, -0.08, -0.23, -0.10, -0.13, -0.19, 0.26, 0.24, 0.25, 0.22, 0.25, 0.25, 0.25, 0.23, 0.24, 0.26

***

Please write out number 5 again, unchanged.
ORCA calculation (wB97M-V/def2-TZVPD) on a cluster of 2 separate species, C20H26F3Si in total in a non-equilibrium geometry.

Atoms and positions in Å:
C1 -0.3729 -2.8829 3.2381
C2 0.0845 -3.1525 1.8014
Si1 1.2634 -1.9235 1.0185
C3 2.7196 -1.6441 2.1630
C4 3.8288 -0.7020 1.6866
C5 1.8411 -2.6009 -0.6297
C6 0.7443 -2.8947 -1.6552
H1 0.5257 -0.6026 0.7559
H2 -0.9961 -3.7173 3.5851
H3 0.4647 -2.7768 3.9367
H4 -0.9736 -1.9697 3.3106
H5 0.5853 -4.1326 1.7375
H6 -0.7885 -3.2210 1.1337
H7 2.3014 -1.2855 3.1167
H8 3.1384 -2.6405 2.3806
H9 4.6212 -0.6616 2.4460
H10 4.2820 -1.0282 0.7429
H11 3.4634 0.3194 1.5348
H12 2.5671 -1.8843 -1.0403
H13 2.4128 -3.5155 -0.4104
H14 1.1979 -3.2546 -2.5864
H15 0.0447 -3.6615 -1.3057
H16 0.1527 -2.0042 -1.8939
F1 -5.8360 1.6495 -3.3075
C7 -5.4165 0.6352 -2.4984
F2 -6.4581 0.3248 -1.6680
F3 -5.2021 -0.4638 -3.2966
C8 -4.1699 0.9577 -1.7383
C9 -3.8685 0.1816 -0.6196
C10 -2.6482 0.3531 -0.0036
C11 -1.7058 1.3184 -0.4870
C12 -0.4749 1.3970 0.2056
C13 0.6452 2.1758 -0.1876
C14 1.5812 2.4733 0.8421
C15 2.5777 3.4182 0.6544
C16 2.7002 4.0743 -0.5803
C17 1.8635 3.7049 -1.6468
C18 0.8931 2.7172 -1.4832
C19 -2.1118 2.1668 -1.5653
C20 -3.3114 1.9424 -2.2180
H17 -4.5877 -0.5474 -0.2471
H18 -2.3951 -0.2408 0.8840
H19 -0.4777 0.9821 1.2248
H20 1.4296 1.9846 1.8098
H21 3.2555 3.6505 1.4790
H22 3.4397 4.8678 -0.6994
H23 1.9567 4.2030 -2.6130
H24 0.2972 2.3686 -2.3254
H25 -1.5029 3.0169 -1.8856
H26 -3.5812 2.5255 -3.0956

Computed properties:
Lowest unoccupied orbital energy: -0.2238 hartree
ΔE to the lowest compared entry with this formula, charge and spin: 0.0 kcal/mol
Total charge: +1
HOMO-LUMO gap: 6.51 eV
E_HOMO: -12.60 eV
M: 351.5 g/mol

Which charges does natural (NBO) predict for the atoms? In e, they are: -0.60, -0.87, 1.46, -0.87, -0.60, -0.87, -0.60, -0.27, 0.22, 0.21, 0.19, 0.24, 0.23, 0.23, 0.24, 0.22, 0.21, 0.19, 0.23, 0.24, 0.22, 0.21, 0.19, -0.31, 0.96, -0.31, -0.31, -0.04, -0.19, -0.11, -0.10, 0.14, -0.22, -0.02, -0.25, -0.08, -0.23, -0.10, -0.13, -0.19, 0.26, 0.24, 0.25, 0.22, 0.25, 0.25, 0.25, 0.23, 0.24, 0.26